No. 1
4 unconnected molecules or ions with the total composition C16H39BrN4O2. Source: OMol25; level of theory: ωB97M-V with the def2-TZVPD basis set.

- Orbital gap: 8.12 eV
- ΔE to the lowest compared entry with this formula, charge and spin: 0.00 kcal/mol
- Highest occupied orbital energy: -12.5 eV
- Charge: +2

Geometry as XYZ:
```
62
C16H39BrN4O2, DFT ωB97M-V with the def2-TZVPD basis set
C -9.91 19.06 17.90
C -9.49 19.76 16.63
N -10.42 20.79 16.15
C -11.47 20.49 15.29
C -12.09 21.64 14.98
N -11.44 22.65 15.66
C -10.44 22.10 16.35
C -11.72 24.09 15.60
H -10.91 18.65 17.72
H -9.89 19.76 18.73
H -9.28 18.20 18.12
H -9.34 19.01 15.85
H -8.50 20.20 16.72
H -11.62 19.45 15.05
H -12.99 21.86 14.43
H -9.76 22.63 17.00
H -12.57 24.32 16.24
H -12.01 24.30 14.57
H -10.84 24.67 15.83
C -16.39 12.26 14.50
N -15.08 11.52 14.59
C -14.75 11.26 16.04
C -15.32 10.18 13.90
C -13.97 12.27 13.89
C -13.80 13.72 14.24
O -13.33 13.87 15.56
H -17.10 11.73 15.13
H -16.64 12.34 13.45
H -16.31 13.29 14.83
H -15.51 10.60 16.46
H -14.64 12.25 16.46
H -13.82 10.70 16.13
H -16.13 9.66 14.39
H -14.34 9.71 13.97
H -15.56 10.40 12.86
H -14.23 12.07 12.85
H -13.04 11.74 14.09
H -14.73 14.26 14.01
H -13.04 14.21 13.61
H -12.89 14.74 15.63
C -16.28 17.43 18.20
N -15.01 17.60 17.41
C -13.81 17.16 18.21
C -15.08 16.64 16.23
C -14.97 19.00 16.85
C -14.63 20.14 17.81
O -13.42 19.84 18.47
H -17.11 17.67 17.55
H -16.26 18.10 19.06
H -16.38 16.38 18.45
H -12.94 17.39 17.59
H -13.74 16.08 18.30
H -13.78 17.75 19.12
H -14.14 16.83 15.72
H -15.93 16.96 15.63
H -15.20 15.64 16.63
H -15.96 19.11 16.41
H -14.26 18.94 16.02
H -15.42 20.43 18.50
H -14.45 20.95 17.10
H -13.06 20.65 18.84
Br -11.18 16.66 15.26
```

=====

No. 2
A molecular structure, C16H39Cl9F3KO19P4S. Source: OMol25; level of theory: ωB97M-V with the def2-TZVPD basis set.

- Orbital gap: 5.09 eV
- ΔE to the lowest compared entry with this formula, charge and spin: 208.01 kcal/mol
- Highest occupied orbital energy: -7.5 eV
- Charge: 0

Geometry as XYZ:
```
92
C16H39Cl9F3KO19P4S, DFT ωB97M-V with the def2-TZVPD basis set
K -5.62 5.11 2.56
C -2.42 0.24 -1.44
F -2.73 1.40 -2.03
F -1.89 -0.53 -2.41
F -1.51 0.40 -0.54
S -3.96 -0.65 -0.68
O -4.90 -0.92 -1.74
O -3.47 -1.91 -0.07
O -4.50 0.26 0.32
C 2.19 3.07 7.49
O 1.23 3.77 6.68
P 1.06 3.32 5.10
O -0.01 4.04 4.38
O 2.60 3.47 4.54
C 3.11 4.77 4.38
O 0.83 1.75 5.22
C -0.32 1.17 5.87
H 3.12 3.64 7.48
H 2.46 2.07 7.14
H 1.86 2.99 8.53
H 3.95 4.87 5.07
H 2.36 5.53 4.62
H 3.37 5.03 3.35
H -0.90 0.70 5.07
H -1.04 1.90 6.25
H -0.16 0.33 6.54
C 3.33 -10.64 -0.82
O 3.37 -9.19 -0.57
P 2.02 -8.34 -0.07
O 1.17 -9.13 0.88
O 2.54 -6.92 0.50
C 1.77 -6.09 1.38
O 1.31 -7.94 -1.48
C -0.08 -7.65 -1.56
H 3.71 -10.80 -1.83
H 2.35 -11.10 -0.79
H 4.00 -11.14 -0.11
H 1.77 -5.07 1.01
H 2.25 -6.16 2.35
H 0.70 -6.28 1.48
H -0.50 -7.83 -0.57
H -0.66 -8.25 -2.26
H -0.24 -6.62 -1.89
C -3.50 11.08 0.68
O -3.82 11.23 -0.70
P -3.28 10.07 -1.73
O -3.73 8.73 -1.27
O -3.74 10.55 -3.21
C -3.38 9.87 -4.37
O -1.66 10.20 -1.90
C -0.80 9.09 -1.76
H -2.75 10.33 0.95
H -4.38 10.93 1.31
H -3.03 12.02 0.98
H -2.90 10.55 -5.08
H -4.27 9.37 -4.76
H -2.62 9.12 -4.15
H -0.35 9.07 -0.77
H -0.10 9.03 -2.59
H -1.37 8.16 -1.86
C 11.16 0.25 -2.56
O 9.87 -0.03 -3.10
P 8.55 -0.14 -2.05
O 8.71 0.85 -0.91
O 7.26 0.13 -2.97
C 6.06 0.55 -2.45
O 8.43 -1.71 -1.67
C 8.39 -2.77 -2.64
H 11.28 -0.27 -1.61
H 11.25 1.33 -2.48
H 11.94 -0.11 -3.23
H 5.32 -0.22 -2.66
H 5.68 1.40 -3.01
H 6.05 0.83 -1.40
H 7.50 -3.37 -2.43
H 9.10 -3.56 -2.39
H 8.40 -2.41 -3.67
C -11.54 -1.31 -1.94
Cl -12.85 -2.41 -1.40
Cl -11.09 -0.11 -0.67
Cl -12.11 -0.56 -3.39
H -10.75 -2.02 -2.20
C -4.87 -7.59 4.16
Cl -4.28 -9.27 4.46
Cl -4.25 -6.45 5.42
Cl -6.66 -7.56 4.09
H -4.56 -7.25 3.17
C -7.87 -6.35 -5.52
Cl -9.01 -5.56 -6.56
Cl -7.22 -7.77 -6.32
Cl -8.70 -6.91 -4.02
H -7.03 -5.75 -5.18
```

=====

No. 3
4 unconnected molecules or ions with the total composition C16H39FN3O4S3. Source: OMol25; level of theory: ωB97M-V with the def2-TZVPD basis set.

- Orbital gap: 7.89 eV
- ΔE to the lowest compared entry with this formula, charge and spin: 8.24 kcal/mol
- Highest occupied orbital energy: -10.9 eV
- Charge: +1

Geometry as XYZ:
```
66
C16H39FN3O4S3, DFT ωB97M-V with the def2-TZVPD basis set
N -0.51 4.54 0.37
C -0.89 3.33 0.00
N -0.15 2.69 -0.84
C -0.53 1.30 -1.20
C -1.44 0.60 -0.19
C -1.03 -0.84 0.11
C 0.45 -1.09 0.36
C 1.05 -0.36 1.52
F 0.29 -0.49 2.66
C -1.68 1.43 1.07
C -2.88 0.90 1.83
C -3.42 1.85 2.89
C -2.47 2.03 4.05
O -1.97 0.76 4.43
N -2.04 2.83 0.59
H -0.80 4.87 1.28
H 0.05 5.11 -0.25
H 0.84 2.81 -0.67
H -1.04 1.34 -2.15
H 0.38 0.76 -1.41
H -2.41 0.54 -0.66
H -1.28 -1.41 -0.78
H -1.60 -1.28 0.91
H 1.07 -0.92 -0.51
H 0.55 -2.15 0.57
H 1.25 0.69 1.32
H 2.02 -0.80 1.73
H -0.80 1.53 1.71
H -3.66 0.77 1.09
H -2.67 -0.04 2.30
H -4.35 1.45 3.27
H -3.66 2.83 2.49
H -1.64 2.67 3.74
H -2.99 2.48 4.89
H -1.11 0.88 4.86
H -2.73 2.67 -0.14
C 3.60 -3.54 -3.75
S 2.05 -3.64 -2.83
O 1.49 -2.26 -2.77
C 2.80 -3.98 -1.24
H 3.36 -3.30 -4.78
H 4.23 -2.76 -3.32
H 4.10 -4.51 -3.71
H 3.48 -3.17 -0.97
H 3.33 -4.93 -1.27
H 2.00 -4.04 -0.49
C 0.03 -6.58 3.03
S -0.04 -4.93 2.31
O 0.70 -4.98 1.02
C 1.04 -4.15 3.51
H -0.55 -7.24 2.40
H 1.07 -6.92 3.06
H -0.40 -6.55 4.03
H 2.01 -4.65 3.52
H 0.58 -4.21 4.50
H 1.17 -3.11 3.23
C -0.56 4.96 -5.26
S 0.51 5.13 -3.83
O 1.34 6.34 -4.03
C 1.54 3.70 -4.19
H -1.27 5.79 -5.26
H 0.04 4.99 -6.17
H -1.11 4.02 -5.20
H 2.00 3.82 -5.17
H 0.93 2.79 -4.16
H 2.31 3.64 -3.43
```

=====

No. 4
A molecular structure, C16H39NO13P4. Source: OMol25; level of theory: ωB97M-V with the def2-TZVPD basis set.

- Orbital gap: 8.80 eV
- Highest occupied orbital energy: -9.1 eV
- Charge: 0

Geometry as XYZ:
```
73
C16H39NO13P4, DFT ωB97M-V with the def2-TZVPD basis set
C -5.05 -2.34 3.73
C -5.72 -3.73 3.85
P -4.74 -5.07 3.06
C -3.36 -5.56 4.18
O -5.81 -6.44 3.12
P -5.96 -7.10 1.65
O -7.24 -7.74 1.52
O -4.71 -8.09 1.50
O -5.77 -5.94 0.46
O -4.93 -6.49 -0.57
C -4.12 -5.53 -0.91
N -3.52 -4.59 -1.19
H -4.39 -2.16 4.57
H -5.84 -1.59 3.74
H -4.52 -2.31 2.77
H -6.01 -3.99 4.88
H -6.65 -3.69 3.28
H -3.00 -6.53 3.83
H -2.52 -4.86 4.15
H -3.72 -5.73 5.21
H -4.15 -8.00 2.28
O -1.66 -1.52 1.63
P -0.40 -1.29 0.85
O 0.49 -0.44 1.93
C 1.01 -1.09 3.08
C 2.27 -1.88 2.76
O -0.93 -0.04 -0.09
C -2.29 0.03 -0.51
C -3.01 1.11 0.27
O 0.90 -1.48 -0.13
C 0.74 -1.56 -1.56
C 1.32 -0.31 -2.19
H 0.24 -1.74 3.53
H 1.24 -0.31 3.81
H 2.04 -2.73 2.10
H 2.72 -2.27 3.67
H 2.99 -1.26 2.23
H -2.79 -0.93 -0.40
H -2.29 0.29 -1.57
H -2.97 0.92 1.34
H -4.06 1.18 -0.03
H -2.54 2.08 0.10
H -0.30 -1.71 -1.84
H 1.30 -2.44 -1.91
H 0.78 0.58 -1.85
H 1.26 -0.36 -3.27
H 2.36 -0.19 -1.89
O 2.15 3.81 -3.19
P 3.40 4.62 -3.07
O 4.59 3.57 -3.48
C 4.69 3.14 -4.83
C 5.38 4.17 -5.70
O 3.57 4.59 -1.43
C 2.43 4.50 -0.57
C 2.33 3.12 0.02
O 4.40 5.92 -3.16
C 4.19 7.07 -2.32
C 5.31 7.15 -1.31
H 3.70 2.89 -5.23
H 5.28 2.22 -4.82
H 4.76 5.07 -5.80
H 5.57 3.78 -6.70
H 6.32 4.48 -5.26
H 1.52 4.77 -1.10
H 2.57 5.24 0.23
H 2.26 2.36 -0.76
H 1.45 3.03 0.67
H 3.22 2.89 0.61
H 3.21 7.03 -1.82
H 4.20 7.95 -2.96
H 5.33 6.27 -0.67
H 5.21 8.04 -0.69
H 6.28 7.19 -1.83
```

=====

No. 5
2 unconnected molecules or ions with the total composition C16H40BClFIN5O7P2S. Source: OMol25; level of theory: ωB97M-V with the def2-TZVPD basis set.

- Orbital gap: 7.06 eV
- Highest occupied orbital energy: -10.2 eV
- Charge: +1

Geometry as XYZ:
```
75
C16H40BClFIN5O7P2S, DFT ωB97M-V with the def2-TZVPD basis set
C 2.61 -3.03 4.93
O 2.22 -1.62 4.81
B 2.29 -1.33 3.41
O 3.54 -1.63 2.82
C 1.06 -0.66 2.61
C 0.89 -1.33 1.17
C 0.61 -2.88 1.23
O 1.68 -3.61 0.59
N -0.21 -1.03 3.35
C -0.71 -0.08 4.39
Cl -0.74 -1.02 5.98
C -2.26 0.16 4.10
S -2.52 1.19 2.62
O -1.84 2.51 2.67
O -2.14 0.46 1.37
C 0.11 1.22 4.68
N 1.18 1.58 3.74
P 2.66 2.12 4.46
O 4.01 1.42 3.73
I 2.85 4.50 3.75
C 1.16 0.92 2.44
C 2.14 1.40 1.32
C 1.44 1.60 -0.10
F 3.27 0.62 1.10
H 2.31 -3.59 4.00
H 2.11 -3.52 5.79
H 3.72 -3.14 5.00
H 3.44 -1.83 1.88
H 0.01 -0.83 0.69
H 1.79 -1.19 0.53
H -0.35 -3.08 0.68
H 0.52 -3.31 2.27
H 1.23 -4.18 -0.04
H -0.08 -1.95 3.78
H -0.96 -1.15 2.64
H -2.75 0.62 5.00
H -2.70 -0.85 3.94
H -3.89 1.44 2.54
H -0.61 2.09 4.73
H 0.57 1.17 5.70
H 4.36 0.72 4.30
H 0.14 1.18 2.01
H 2.51 2.43 1.59
H 0.33 1.74 -0.01
H 1.68 0.77 -0.80
H 1.85 2.54 -0.54
O -1.40 -0.80 -2.37
P -1.53 -0.29 -3.81
N 0.15 0.09 -3.99
C 0.74 1.13 -4.83
C 1.04 -1.07 -3.97
N -2.41 1.14 -3.35
C -1.99 2.50 -3.66
C -3.02 1.14 -2.03
N -1.86 0.09 -5.51
C -3.31 0.25 -5.82
C -1.41 -0.99 -6.43
H 0.70 0.91 -5.90
H 1.79 1.26 -4.57
H 0.30 2.11 -4.67
H 0.95 -1.68 -4.88
H 0.81 -1.72 -3.12
H 2.09 -0.78 -3.86
H -1.11 2.79 -3.07
H -2.79 3.21 -3.44
H -1.78 2.63 -4.72
H -2.28 1.33 -1.24
H -3.52 0.20 -1.82
H -3.79 1.91 -1.95
H -3.87 -0.65 -5.55
H -3.45 0.43 -6.89
H -3.75 1.10 -5.32
H -1.80 -1.96 -6.14
H -0.32 -1.06 -6.47
H -1.72 -0.78 -7.46
```

=====

No. 6
3 unconnected molecules or ions with the total composition C16H40ClN4O2. Source: OMol25; level of theory: ωB97M-V with the def2-TZVPD basis set.

- Orbital gap: 8.38 eV
- Highest occupied orbital energy: -11.4 eV
- Charge: +1

Geometry as XYZ:
```
63
C16H40ClN4O2, DFT ωB97M-V with the def2-TZVPD basis set
C -0.32 -5.72 2.12
C -0.26 -5.03 0.75
C -0.34 -6.06 -0.39
C 1.02 -4.16 0.62
C 0.74 -2.69 0.83
C 1.99 -1.87 1.07
N 1.77 -0.41 0.91
Cl 2.51 0.44 2.24
C 0.36 0.01 0.89
C -0.50 -0.78 -0.10
N 0.18 -2.08 -0.43
H -1.34 -5.75 2.50
H 0.05 -6.74 2.03
H 0.29 -5.21 2.86
H -1.13 -4.37 0.67
H -0.80 -5.64 -1.29
H 0.66 -6.42 -0.63
H -0.92 -6.92 -0.08
H 1.41 -4.28 -0.40
H 1.77 -4.50 1.33
H -0.02 -2.55 1.60
H 2.45 -2.12 2.03
H 2.71 -2.16 0.30
H 0.31 1.06 0.62
H -0.08 -0.08 1.89
H -0.70 -0.27 -1.03
H -1.43 -1.04 0.40
H -0.47 -2.72 -0.91
H 0.98 -1.89 -1.03
C -4.61 3.77 0.87
C -4.07 2.83 1.95
C -3.09 1.78 1.41
O -3.68 0.70 0.71
C -3.97 0.96 -0.66
N -5.19 2.24 2.67
H -5.37 3.28 0.26
H -5.08 4.63 1.34
H -3.81 4.13 0.22
H -3.51 3.44 2.66
H -2.58 1.32 2.27
H -2.32 2.26 0.79
H -3.20 1.59 -1.11
H -4.95 1.42 -0.79
H -3.98 -0.01 -1.16
H -4.85 1.71 3.47
H -5.64 1.55 2.07
C 2.96 2.02 -3.30
C 2.72 2.29 -1.82
C 2.83 3.77 -1.43
O 4.16 4.25 -1.34
C 4.74 4.67 -2.56
N 3.60 1.44 -1.02
H 4.01 2.07 -3.55
H 2.61 1.02 -3.56
H 2.42 2.74 -3.92
H 1.68 2.00 -1.59
H 2.42 3.89 -0.42
H 2.24 4.41 -2.10
H 4.00 5.14 -3.21
H 5.22 3.84 -3.09
H 5.51 5.41 -2.31
H 3.36 1.54 -0.04
H 4.54 1.81 -1.10
```

=====

No. 7
3 unconnected molecules or ions with the total composition C16H40N3O3. Source: OMol25; level of theory: ωB97M-V with the def2-TZVPD basis set.

- Orbital gap: 4.01 eV
- Highest occupied orbital energy: -1.3 eV
- Charge: -1

Geometry as XYZ:
```
62
C16H40N3O3, DFT ωB97M-V with the def2-TZVPD basis set
C -2.84 -2.65 0.40
C -1.75 -1.46 -0.03
C -2.48 0.05 0.06
C -0.36 -1.52 0.84
C 1.00 -1.43 -0.14
C 1.12 -2.82 -1.04
C 0.81 -0.07 -1.03
O 2.03 0.42 -1.70
C 2.99 1.00 -0.76
C 2.43 2.45 -0.13
C 2.65 2.58 1.49
N 2.03 1.47 2.31
N 1.93 3.88 1.92
N 4.12 2.82 1.73
H -2.26 -3.67 0.36
H -3.66 -2.63 -0.46
H -3.37 -2.43 1.43
H -1.56 -1.64 -1.19
H -2.08 0.71 -0.82
H -2.33 0.54 1.12
H -3.64 -0.13 -0.11
H -0.29 -2.44 1.57
H -0.32 -0.53 1.49
H 1.91 -1.43 0.59
H 2.12 -2.81 -1.66
H 0.16 -3.00 -1.69
H 1.21 -3.71 -0.26
H 0.04 -0.34 -1.90
H 0.26 0.72 -0.36
H 3.14 0.32 0.21
H 1.31 2.63 -0.44
H 3.06 3.28 -0.66
H 2.71 0.65 2.35
H 1.88 1.74 3.31
H 1.02 3.57 2.38
H 1.67 4.38 1.04
H 4.64 1.95 2.01
H 4.19 3.56 2.49
C 0.91 -4.30 -4.61
C 0.53 -5.57 -3.88
C -0.39 -6.44 -4.72
O -0.13 -5.24 -2.65
H 0.03 -3.69 -4.83
H 1.56 -3.68 -3.98
H 1.43 -4.52 -5.54
H 1.43 -6.14 -3.62
H -1.33 -5.91 -4.95
H -0.67 -7.35 -4.18
H 0.09 -6.73 -5.66
H -0.93 -4.74 -2.87
C -2.04 5.38 4.32
C -2.25 5.53 2.82
C -2.77 4.24 2.20
O -1.01 5.89 2.21
H -1.30 4.60 4.54
H -1.66 6.31 4.75
H -2.98 5.12 4.82
H -2.96 6.34 2.63
H -2.05 3.42 2.34
H -2.90 4.36 1.12
H -3.72 3.95 2.64
H -0.38 5.17 2.37
```

=====

| no. | LUMO (eV) | electronic energy (eV) |
| --- | --- | --- |
| 1 | -4.354 | -97308.0431 |
| 2 | -2.366 | -241301.7370 |
| 3 | -2.979 | -65099.9246 |
| 4 | -0.283 | -82487.5006 |
| 5 | -3.184 | -92445.8396 |
| 6 | -3.013 | -39810.1059 |
| 7 | 2.672 | -27847.3649 |